[1]
Computed, not measured: a structure of composition C45H53CaCl2N4O6SSe, with ωB97M-V with the def2-TZVPD basis set.

Last column: Mulliken charge in e.
Geometry (Å):
Ca: 0.1223 0.6034 0.1113  2.049
C: -0.4033 -0.0198 8.1964  -1.619
C: -0.4040 -1.3002 7.3495  1.982
C: 0.5952 -2.2997 7.9479  -1.616
C: -1.7996 -1.9193 7.4250  -2.128
C: -0.0013 -0.9678 5.9152  -0.531
C: -0.8178 -1.1954 4.8204  -0.297
C: -0.3921 -0.8861 3.5368  0.061
Se: -1.6356 -1.0914 2.0900  0.380
C: -1.2145 -2.8652 1.4804  -0.158
C: -1.9951 -3.9048 1.9398  -0.775
C: -1.7965 -5.2098 1.4965  -0.572
C: -0.7821 -5.4155 0.5772  -0.380
C: 0.0402 -4.3994 0.0786  0.818
C: -0.1948 -3.0796 0.5208  0.364
O: 0.5542 -2.0579 0.1141  -0.394
C: 1.0993 -4.8426 -0.9517  2.018
C: 2.0150 -5.8913 -0.2991  -1.720
C: 2.0154 -3.7602 -1.5352  -1.798
C: 0.3713 -5.4840 -2.1454  -1.686
C: -2.6856 -6.3303 2.0311  2.030
C: -2.5269 -6.4245 3.5551  -1.663
C: -4.1515 -6.0267 1.6935  -1.681
C: -2.3281 -7.6898 1.4304  -2.118
C: 0.8740 -0.3096 3.2720  0.471
O: 1.2550 -0.0748 2.0499  -1.012
C: 1.7168 -0.0626 4.3955  0.736
C: 1.2475 -0.4005 5.6561  -0.784
C: 3.1208 0.5641 4.3156  2.171
C: 4.1426 -0.4316 4.8895  -1.763
C: 3.6043 0.9613 2.9157  -2.142
C: 3.1410 1.8475 5.1645  -1.642
H: -0.6829 -0.2438 9.2299  0.455
H: -1.1139 0.7067 7.7972  0.335
H: 0.5814 0.4505 8.2090  0.294
H: 0.3166 -2.5481 8.9761  0.455
H: 1.6079 -1.8932 7.9640  0.312
H: 0.6167 -3.2223 7.3643  0.338
H: -2.0465 -2.1433 8.4654  0.451
H: -1.8586 -2.8515 6.8590  0.367
H: -2.5627 -1.2403 7.0392  0.369
H: -1.8057 -1.6187 4.9444  0.518
H: -2.7763 -3.6864 2.6579  0.427
H: -0.6109 -6.4182 0.2111  0.295
H: 2.5332 -5.4668 0.5636  0.285
H: 2.7696 -6.2245 -1.0164  0.481
H: 1.4669 -6.7702 0.0428  0.281
H: 2.6658 -3.3081 -0.7892  0.335
H: 1.4652 -2.9568 -2.0161  0.192
H: 2.6579 -4.2365 -2.2819  0.524
H: -0.2506 -6.3302 -1.8503  0.255
H: 1.1001 -5.8396 -2.8783  0.482
H: -0.2738 -4.7513 -2.6352  0.324
H: -2.8028 -5.4900 4.0455  0.342
H: -1.4927 -6.6487 3.8243  0.342
H: -3.1663 -7.2171 3.9535  0.453
H: -4.4810 -5.0880 2.1408  0.327
H: -4.7988 -6.8241 2.0688  0.454
H: -4.2939 -5.9476 0.6141  0.355
H: -1.3011 -7.9775 1.6663  0.362
H: -2.4445 -7.6961 0.3445  0.389
H: -2.9908 -8.4548 1.8409  0.454
H: 1.8995 -0.2102 6.5017  0.266
H: 4.1374 -1.3610 4.3153  0.326
H: 3.9347 -0.6823 5.9316  0.270
H: 5.1485 -0.0060 4.8374  0.472
H: 3.7096 0.1027 2.2544  0.278
H: 4.5872 1.4309 3.0229  0.532
H: 2.9324 1.6653 2.4295  0.329
H: 2.8784 1.6643 6.2076  0.256
H: 2.4381 2.5804 4.7619  0.225
H: 4.1391 2.2929 5.1411  0.488
O: 2.7666 4.0690 -0.2627  -0.764
S: 1.4856 3.4127 -0.2001  1.018
O: 1.1006 2.7988 1.0745  -0.362
N: 1.2494 2.2218 -1.1914  -0.771
C: 1.2245 2.2945 -2.5592  -0.279
C: 1.5890 3.3645 -3.3484  -0.573
C: 1.4559 3.3050 -4.7515  -0.836
C: 0.9707 2.1938 -5.3784  -0.921
C: 0.5956 1.0680 -4.6036  1.258
C: 0.0556 -0.1083 -5.1738  -0.984
C: -0.3136 -1.1443 -4.3684  -1.301
C: -0.1221 -1.0168 -2.9770  -0.520
N: 0.3889 0.0469 -2.4139  0.444
C: 0.7328 1.1053 -3.2034  0.211
C: 0.2634 4.6651 -0.5332  0.208
C: 0.6326 5.9989 -0.5528  -0.449
C: -0.3373 6.9703 -0.7652  -0.666
C: -1.6593 6.5997 -0.9612  -0.349
C: -2.0166 5.2562 -0.9482  -0.772
C: -1.0575 4.2797 -0.7332  -0.180
H: 1.9875 4.2625 -2.8952  0.501
H: 1.7449 4.1725 -5.3328  0.377
H: 0.8569 2.1564 -6.4551  0.361
H: -0.0708 -0.1610 -6.2492  0.367
H: -0.7560 -2.0489 -4.7618  0.477
H: -0.4125 -1.8217 -2.3092  0.938
H: 1.6689 6.2697 -0.3998  0.470
H: -0.0580 8.0165 -0.7772  0.390
H: -2.4143 7.3587 -1.1265  0.378
H: -3.0452 4.9571 -1.1036  0.447
H: -1.3509 3.2336 -0.7318  0.465
O: 1.7919 -2.6557 2.1587  -0.262
N: 1.9385 -1.9187 1.3258  0.447
O: -3.4762 -0.3105 -2.1431  -0.752
C: -2.7651 0.3669 -1.4527  0.524
N: -2.0578 1.0419 -0.7734  -0.893
Cl: -1.0760 5.0734 3.3952  -0.210
C: -0.8299 3.3122 3.3993  0.595
Cl: -2.0288 2.4790 2.4061  -0.097
H: -0.9188 2.9622 4.4208  0.335
H: 0.1480 3.1167 2.9756  -0.561

Values from the calculation:
E_HOMO in eV: -5.4
Net charge: -1
DFT total energy in eV: -185441.8303
Spin multiplicity: 1


[2]
Computed, not measured: a structure of composition C20H23NO, with ωB97M-V with the def2-TZVPD basis set.

Last column: Mulliken charge in e.
Geometry (Å):
O: -0.3289 -1.1809 -0.0907  -0.604
C: 0.1662 -0.0401 -0.2699  0.531
N: 0.8175 0.4746 -1.4546  -0.120
C: 0.7715 -0.1708 -2.5615  0.784
C: 1.8419 -0.0871 -3.2150  -0.446
C: 2.0582 -0.9471 -4.3107  -0.170
C: 0.9247 -1.6999 -4.7541  -0.818
C: -0.1685 -1.3782 -4.2581  -1.157
C: -0.2843 -0.6925 -3.0292  0.703
C: -1.6984 -0.6741 -2.4436  0.464
C: -1.9422 0.5690 -2.0749  -0.537
C: -3.2855 0.8185 -1.4603  -1.144
C: -4.3485 -0.3249 -1.2601  -0.761
C: -3.5886 -1.7253 -1.6315  -0.490
C: -2.4392 -1.6755 -2.1978  0.162
H: -2.0353 -2.8802 -2.3188  0.067
H: -4.4230 -2.6210 -1.3821  0.201
H: -5.1757 -0.4078 -0.7321  0.532
H: -3.7112 1.7064 -1.3918  0.547
H: -1.5052 1.3556 -2.2396  1.085
H: -1.0597 -1.8809 -4.6352  0.407
H: 1.2208 -2.2337 -5.7170  0.274
H: 3.1835 -0.9994 -4.9324  0.194
H: 2.9639 0.1077 -2.6925  0.135
H: 1.5420 1.5182 -1.2949  0.438
C: 0.3144 0.9575 0.9481  -1.965
H: 1.1154 1.4478 1.0754  0.963
C: 0.1711 0.2981 2.2861  0.490
C: -0.2555 1.2026 3.6016  -0.709
C: 0.9712 1.9670 3.9017  -0.575
C: 2.2028 1.1076 4.2892  -0.617
C: 2.3983 0.2164 3.2200  -0.331
C: 1.1928 -0.6909 2.7477  -1.384
H: 0.6961 -1.2437 3.6659  0.270
H: 1.3321 -1.3287 2.0023  0.741
H: 3.3551 -0.6866 3.4696  0.203
H: 2.8416 0.7886 2.3017  0.211
H: 1.7831 0.2504 5.2770  0.197
H: 3.0502 1.5975 4.6388  0.419
H: 0.9360 2.6572 4.8249  0.317
H: 1.2909 2.4759 3.0586  0.340
H: -0.5151 0.5506 4.5280  0.332
H: -1.0304 1.9938 3.2834  0.307
H: -0.9962 -0.3343 2.3074  0.157
H: -0.3502 1.8425 0.9209  0.358

Values from the calculation:
E_HOMO in eV: -8.3
DFT total energy in eV: -24636.5445
Spin multiplicity: 1


How do the records compare in energy relative to the best compared isomer or geometry (same formula, charge and spin)? In the order shown, they have 0.0, 1535.6 kJ/mol.
How do the records compare in lowest unoccupied orbital energy? In the order shown, they have 2.18, 0.19 eV.
How do the records compare in max |F|? In the order shown, they have 0.0109, 0.2808 hartree/bohr.